The ion C11H7N4O4S with charge -1 at a distorted geometry. Source: OMol25; level of theory: ωB97M-V/def2-TZVPD.

Cartesian coordinates (Å):
O (4.1682, -3.3478, 2.4636)
N (4.0501, -2.1657, 2.0122)
O (5.0055, -1.3686, 2.0404)
C (2.7833, -1.6628, 1.4502)
C (1.6535, -2.4734, 1.5599)
C (0.5547, -1.6147, 1.4689)
N (-0.8386, -1.8775, 1.7303)
O (-1.6023, -0.8918, 1.4368)
O (-1.2160, -2.9672, 2.1753)
C (0.7783, -0.2050, 1.1985)
S (2.5003, 0.0129, 1.0751)
H (1.5961, -3.5336, 1.8194)
H (0.1119, 0.6357, 1.6271)
C (-2.6682, 2.7968, -2.3703)
C (-1.9476, 1.7868, -3.0479)
C (-1.1161, 0.9480, -2.2515)
C (-1.0145, 1.1323, -0.8487)
C (-1.7195, 2.1481, -0.1672)
C (-2.5398, 2.9742, -0.9298)
N (-0.0149, 0.2346, -0.3799)
C (0.4225, -0.4170, -1.4609)
N (-0.1980, -0.0235, -2.5956)
H (-3.3504, 3.4693, -2.9298)
H (-1.9644, 1.6072, -4.1293)
H (-1.5515, 2.2166, 0.9153)
H (-3.0943, 3.7626, -0.4523)
H (1.2116, -1.1767, -1.4099)

Atomic forces in eV per Å
O -0.870 2.269 -1.127
N 0.343 -0.196 -0.192
O -1.057 -0.549 -0.117
C 1.490 -3.266 1.112
C -0.114 1.763 0.462
C -2.345 0.254 0.366
N -0.157 1.121 -0.934
O 0.839 -2.564 1.273
O 0.186 0.894 -0.418
C -2.580 2.046 -1.292
S 0.833 0.402 0.383
H 0.260 0.582 -0.075
H 1.590 -1.805 0.297
C 0.460 -0.541 0.436
C -0.081 0.187 1.175
C 0.906 -0.113 1.007
C 0.493 0.096 0.776
C 0.378 -0.584 -0.367
C 0.290 -0.763 -1.224
N 0.471 -0.015 -0.016
C -1.448 1.079 -1.699
N 0.745 -1.006 -0.217
H 0.585 -0.508 0.431
H -0.196 0.302 0.453
H -0.434 0.355 -0.460
H -0.150 0.176 0.064
H -0.438 0.384 -0.098

## Properties
**Lowest unoccupied orbital energy**: 0.0792 Ha
**Total charge**: -1
**Frontier orbital gap**: 6.938 eV

Results of the Löwdin charge analysis, in e, for atoms 1 through 2:
1. O -0.02
2. N -0.39